Entry 1:
2 unconnected molecules or ions with the total composition C14H29O3. Source: the OMol25 dataset; level of theory: the ωB97M-V functional and the def2-TZVPD basis.

CARTESIAN COORDINATES (ANGSTROEM)
1 C -2.093 1.160 1.530
2 C -1.493 0.012 2.313
3 O -1.514 -1.141 1.926
4 O -0.985 0.424 3.454
5 C 0.245 -0.266 3.993
6 C 1.153 0.722 4.668
7 C 2.540 0.707 4.032
8 C 2.659 1.154 2.545
9 C 3.787 0.476 1.749
10 C 3.476 0.244 0.281
11 O 3.196 1.446 -0.440
12 H -2.607 1.821 2.230
13 H -1.272 1.728 1.083
14 H -2.775 0.787 0.768
15 H -0.165 -1.050 4.642
16 H 0.701 -0.777 3.125
17 H 0.718 1.722 4.515
18 H 3.188 1.358 4.634
19 H 2.995 -0.294 4.114
20 H 2.830 2.237 2.533
21 H 1.699 0.999 2.034
22 H 4.710 1.072 1.813
23 H 4.008 -0.502 2.195
24 H 2.583 -0.378 0.181
25 H 4.307 -0.294 -0.200
26 H 3.874 2.088 -0.200
27 C 0.005 -0.471 -1.364
28 C -1.453 -0.908 -1.436
29 C -1.751 -1.887 -2.570
30 C -1.484 -1.346 -3.977
31 C -2.240 -0.064 -4.323
32 C -3.757 -0.224 -4.287
33 H 0.331 0.049 -2.267
34 H 0.157 0.208 -0.524
35 H 0.660 -1.333 -1.214
36 H -2.090 -0.023 -1.535
37 H -1.718 -1.367 -0.482
38 H -2.792 -2.212 -2.495
39 H -1.145 -2.788 -2.427
40 H -1.748 -2.120 -4.707
41 H -0.413 -1.167 -4.102
42 H -1.938 0.261 -5.323
43 H -1.942 0.736 -3.641
44 H -4.083 -1.003 -4.981
45 H -4.258 0.704 -4.567
46 H -4.106 -0.498 -3.291

E (eV): -21129.66283
Net charge: -1

---

Entry 2:
A molecular structure, C32H60CaN2OP3 at a distorted geometry. Source: the OMol25 dataset; level of theory: the ωB97M-V functional and the def2-TZVPD basis.

CARTESIAN COORDINATES (ANGSTROEM)
1 C -1.064 0.049 2.455
2 C -2.108 0.019 0.364
3 C -2.296 -0.025 3.101
4 C -3.367 0.060 0.963
5 C -3.466 0.005 2.355
6 H -2.316 -0.057 4.187
7 H -4.258 0.098 0.328
8 H -4.447 0.019 2.833
9 N -0.972 -0.034 1.111
10 P 1.561 1.101 2.355
11 P -0.885 -1.247 -1.961
12 C 0.201 0.262 3.295
13 H -0.061 0.870 4.177
14 H 0.545 -0.710 3.687
15 C 3.442 0.420 -1.744
16 O 4.492 0.754 -2.075
17 C -1.955 0.123 -1.154
18 H -2.933 0.014 -1.648
19 C -0.766 -0.765 -3.791
20 C -1.887 -2.832 -1.787
21 C 1.121 2.956 2.406
22 C 3.162 0.736 3.307
23 C 0.518 0.079 -3.977
24 H 1.412 -0.462 -3.631
25 H 0.631 0.285 -5.054
26 H 0.465 1.039 -3.450
27 C -0.656 -1.995 -4.705
28 H 0.172 -2.656 -4.410
29 H -1.590 -2.570 -4.763
30 H -0.441 -1.629 -5.721
31 C -1.976 0.076 -4.207
32 H -1.842 0.359 -5.262
33 H -2.924 -0.472 -4.112
34 H -2.026 1.006 -3.632
35 C -1.025 -4.019 -2.288
36 H 0.032 -3.895 -2.000
37 H -1.388 -4.947 -1.819
38 H -1.073 -4.172 -3.371
39 C -2.181 -3.085 -0.294
40 H -1.261 -3.065 0.310
41 H -2.889 -2.355 0.118
42 H -2.628 -4.089 -0.190
43 C -3.216 -2.721 -2.556
44 H -3.660 -1.718 -2.512
45 H -3.120 -3.019 -3.609
46 H -3.943 -3.410 -2.091
47 C 4.323 1.438 2.564
48 H 5.273 1.092 3.000
49 H 4.338 1.187 1.492
50 H 4.296 2.533 2.667
51 C 3.394 -0.787 3.295
52 H 2.712 -1.306 3.985
53 H 3.292 -1.229 2.297
54 H 4.422 -0.985 3.635
55 C 3.125 1.151 4.785
56 H 2.209 0.805 5.283
57 H 3.984 0.674 5.282
58 H 3.237 2.226 4.943
59 C -0.402 3.162 2.374
60 H -0.885 2.813 3.298
61 H -0.596 4.242 2.281
62 H -0.869 2.665 1.512
63 C 1.737 3.606 1.145
64 H 1.278 3.215 0.220
65 H 1.538 4.692 1.194
66 H 2.834 3.464 1.100
67 C 1.656 3.651 3.666
68 H 1.300 3.164 4.585
69 H 2.752 3.728 3.680
70 H 1.267 4.680 3.673
71 Ca 1.044 0.068 -0.323
72 N -0.076 1.739 -1.324
73 C -1.308 1.643 -1.427
74 C -2.335 2.819 -1.729
75 C -3.730 2.332 -2.090
76 C -2.512 3.656 -0.469
77 C -1.782 3.701 -2.870
78 H -3.740 1.699 -2.981
79 H -4.189 1.795 -1.253
80 H -4.360 3.205 -2.310
81 H -1.558 4.058 -0.115
82 H -3.182 4.500 -0.676
83 H -2.965 3.064 0.335
84 H -2.558 3.902 -3.625
85 H -1.430 4.661 -2.470
86 H -0.933 3.219 -3.367
87 C 1.970 -4.968 -0.560
88 P 1.920 -3.191 -0.034
89 C 1.646 -3.587 1.751
90 C 3.738 -2.936 -0.059
91 H 0.988 -5.421 -0.382
92 H 2.730 -5.519 0.016
93 H 2.210 -5.031 -1.628
94 H 2.564 -3.996 2.191
95 H 1.338 -2.685 2.295
96 H 0.846 -4.334 1.833
97 H 4.230 -3.643 0.621
98 H 4.100 -3.106 -1.078
99 H 3.986 -1.910 0.233

Energy above the lowest of the compared OMol25 structures with the same formula, charge and spin (kcal/mol): 0.0
Net charge: +1

---

Entry 3:
A molecular structure, C31H35BrIN6O2ReS2. Source: the OMol25 dataset; level of theory: the ωB97M-V functional and the def2-TZVPD basis.

CARTESIAN COORDINATES (ANGSTROEM)
1 Re 0.462 -0.665 -1.515
2 S 0.129 -2.403 0.136
3 C -0.186 -1.619 1.627
4 N -0.490 -2.301 2.686
5 C -0.947 -1.607 3.907
6 C -0.182 -0.331 4.080
7 N -0.269 0.474 2.846
8 C -0.463 1.938 3.059
9 C -1.816 2.164 3.683
10 C -2.970 1.857 2.964
11 C -4.215 2.073 3.531
12 C -4.310 2.593 4.817
13 C -3.162 2.901 5.533
14 C -1.912 2.679 4.970
15 C -0.192 -0.108 1.694
16 S -0.085 0.823 0.244
17 C -0.557 -3.797 2.720
18 C -1.973 -4.282 2.530
19 C -2.376 -4.779 1.293
20 C -3.670 -5.249 1.121
21 C -4.565 -5.220 2.180
22 C -4.165 -4.733 3.418
23 C -2.871 -4.271 3.595
24 H -0.773 -2.261 4.758
25 H -2.022 -1.429 3.825
26 H 0.875 -0.514 4.287
27 H -0.603 0.254 4.895
28 H -0.361 2.450 2.107
29 H 0.334 2.270 3.725
30 H -2.901 1.466 1.953
31 H -5.111 1.848 2.969
32 H -5.282 2.762 5.259
33 H -3.238 3.320 6.527
34 H -1.018 2.933 5.528
35 H -0.163 -4.094 3.691
36 H 0.100 -4.188 1.948
37 H -1.669 -4.836 0.474
38 H -3.974 -5.654 0.166
39 H -5.570 -5.597 2.048
40 H -4.855 -4.736 4.251
41 H -2.559 -3.939 4.579
42 Br 4.133 2.173 -0.129
43 C 5.148 1.150 -1.343
44 C 6.335 1.667 -1.842
45 C 7.102 0.917 -2.725
46 C 6.692 -0.344 -3.133
47 C 5.507 -0.881 -2.648
48 C 4.772 -0.120 -1.755
49 I 3.125 -1.098 -0.854
50 H 6.654 2.653 -1.531
51 H 8.033 1.327 -3.093
52 H 7.287 -0.918 -3.828
53 H 5.181 -1.864 -2.959
54 C 0.908 0.524 -4.348
55 N 0.520 0.964 -2.914
56 C -0.833 1.700 -3.054
57 N -0.738 2.786 -3.972
58 C -0.350 2.293 -5.298
59 N 0.962 1.640 -5.230
60 C 1.955 2.614 -4.768
61 N 1.584 3.117 -3.440
62 C 1.554 2.038 -2.510
63 C 0.265 3.753 -3.514
64 H 0.153 -0.179 -4.694
65 H 1.876 0.023 -4.293
66 H -1.115 2.064 -2.065
67 H -1.569 0.974 -3.397
68 H -0.293 3.133 -5.988
69 H -1.098 1.589 -5.665
70 H 1.997 3.443 -5.471
71 H 2.938 2.142 -4.718
72 H 1.285 2.404 -1.519
73 H 2.532 1.555 -2.464
74 H 0.305 4.587 -4.212
75 H -0.014 4.133 -2.530
76 O 0.431 -2.122 -3.063
77 C -0.836 -2.078 -3.092
78 O -1.379 -1.225 -2.312
79 H -1.434 -2.726 -3.734

Energy above the lowest of the compared OMol25 structures with the same formula, charge and spin (kcal/mol): 7.0
Net charge: +3
Spin multiplicity: 4

---

Entry 4:
A molecular structure, C11H16BiBrClINO2P at a distorted geometry. Source: the OMol25 dataset; level of theory: the ωB97M-V functional and the def2-TZVPD basis.

CARTESIAN COORDINATES (ANGSTROEM)
1 C -3.536 2.515 -5.410
2 C -3.324 1.426 -4.409
3 H -4.363 2.217 -6.081
4 H -2.594 2.657 -5.975
5 H -3.774 3.452 -4.873
6 O -3.844 0.369 -4.256
7 I -1.478 2.160 -2.950
8 Bi -0.607 0.835 -0.564
9 P 1.271 -0.789 -1.690
10 C 1.508 -2.566 -1.400
11 C 1.223 -0.659 -3.514
12 H 2.927 0.949 -1.185
13 H 3.622 -0.479 -2.033
14 H 3.243 -0.548 -0.282
15 C 2.926 -0.143 -1.250
16 H 1.089 0.380 -3.853
17 H 2.181 -1.052 -3.891
18 H 2.367 -2.911 -1.988
19 H 0.627 -3.140 -1.695
20 H 0.390 -1.254 -3.926
21 H 1.709 -2.761 -0.344
22 C -1.190 -1.779 0.192
23 O -1.390 -2.781 0.697
24 Cl 1.073 2.651 -0.221
25 Br 0.614 -2.457 4.945
26 C 0.353 -0.781 4.092
27 C 0.166 0.391 4.820
28 C -0.069 1.577 4.105
29 C -0.192 1.538 2.723
30 N 0.002 0.394 2.025
31 C 0.345 -0.742 2.680
32 H 0.228 0.375 5.903
33 H -0.166 2.540 4.602
34 H -0.412 2.449 2.143
35 H 0.616 -1.622 2.085

Energy above the lowest of the compared OMol25 structures with the same formula, charge and spin (kcal/mol): 0.0
Net charge: +2

---

Entry 5:
2 unconnected molecules or ions with the total composition C3H7NO. Source: the OMol25 dataset; level of theory: the ωB97M-V functional and the def2-TZVPD basis.

CARTESIAN COORDINATES (ANGSTROEM)
1 C -1.310 0.682 0.876
2 C -0.595 -0.624 0.760
3 N 0.857 -0.541 -0.918
4 C 1.692 0.022 -0.108
5 O 1.343 0.209 1.086
6 H -2.372 0.478 1.081
7 H -1.265 1.225 -0.070
8 H -0.903 1.305 1.671
9 H -1.015 -1.316 0.043
10 H -0.284 -1.107 1.679
11 H 1.159 -0.684 -1.879
12 H 2.692 0.351 -0.430

Energy above the lowest of the compared OMol25 structures with the same formula, charge and spin (kcal/mol): 81.1

---

Entry 6:
C5H4O2 in the gas phase at a distorted geometry. Source: the OMol25 dataset; level of theory: the ωB97M-V functional and the def2-TZVPD basis.

CARTESIAN COORDINATES (ANGSTROEM)
1 O 0.386 2.357 -1.450
2 C -0.090 1.616 -0.698
3 C -0.866 1.070 0.260
4 C -0.852 -0.288 0.707
5 C -0.003 -1.244 0.268
6 C 1.196 -0.924 -0.464
7 O 1.384 -0.015 -1.261
8 H -1.618 1.767 0.614
9 H -1.544 -0.544 1.512
10 H -0.031 -2.257 0.643
11 H 2.039 -1.537 -0.130

SMILES: O=C=C/C=C\C=O
Energy above the lowest of the compared OMol25 structures with the same formula, charge and spin (kcal/mol): 31.7

---

Entry 7:
2 unconnected molecules or ions with the total composition C5H10N2 at a distorted geometry. Source: the OMol25 dataset; level of theory: the ωB97M-V functional and the def2-TZVPD basis.

CARTESIAN COORDINATES (ANGSTROEM)
1 C -0.699 1.112 0.916
2 C -0.444 -1.255 0.879
3 C -1.997 -0.086 -0.780
4 C 2.353 0.467 -0.218
5 C -0.751 -0.033 0.097
6 N -0.767 2.094 1.500
7 N 1.079 0.454 -1.057
8 H -0.097 -1.244 1.933
9 H -1.162 -2.121 0.726
10 H 0.495 -1.728 0.422
11 H -2.175 0.948 -1.032
12 H -2.824 -0.469 -0.286
13 H -1.794 -0.765 -1.658
14 H 2.031 0.241 0.832
15 H 2.945 -0.430 -0.561
16 H 2.982 1.368 -0.360
17 H 0.824 1.446 -1.354

Energy above the lowest of the compared OMol25 structures with the same formula, charge and spin (kcal/mol): 89.1

---

Entry 8:
3 unconnected molecules or ions with the total composition C33H59N4O9S4 at a distorted geometry. Source: the OMol25 dataset; level of theory: the ωB97M-V functional and the def2-TZVPD basis.

CARTESIAN COORDINATES (ANGSTROEM)
1 C -2.280 -5.798 0.562
2 C -2.927 -4.747 -0.460
3 C -3.157 -3.366 0.283
4 C -1.944 -2.393 -0.077
5 C -1.359 -1.613 1.190
6 C 0.218 -1.571 1.074
7 N 0.770 -0.257 0.675
8 C 1.172 0.756 1.387
9 C 1.058 0.682 2.922
10 C 1.709 1.852 0.393
11 C 3.262 1.455 0.217
12 C 3.994 1.217 1.605
13 C 5.454 1.847 1.510
14 S 6.259 2.097 3.146
15 C 5.000 1.986 4.462
16 S 4.778 0.529 5.207
17 N 4.173 3.078 4.866
18 C 2.869 2.958 5.386
19 C 2.321 4.260 5.654
20 N 3.359 5.177 5.298
21 C 4.399 4.470 4.873
22 C 1.812 3.377 0.819
23 C 1.526 4.299 -0.455
24 C 0.898 3.822 2.024
25 C 1.165 5.390 2.256
26 C 0.825 1.483 -0.878
27 C -0.694 1.949 -0.869
28 C -1.091 2.747 -2.190
29 C -2.642 2.589 -2.535
30 C -3.433 3.949 -2.351
31 N -3.258 4.507 -0.974
32 C -3.957 5.836 -0.999
33 C -3.939 3.637 -0.010
34 C -3.310 3.422 1.423
35 O -4.953 3.029 -0.255
36 C 0.865 -0.110 -0.806
37 H -2.299 -5.422 1.619
38 H -1.224 -6.037 0.281
39 H -2.936 -6.711 0.496
40 H -3.924 -5.092 -0.838
41 H -2.249 -4.672 -1.346
42 H -4.097 -2.849 -0.036
43 H -3.174 -3.483 1.397
44 H -1.174 -3.021 -0.594
45 H -2.240 -1.589 -0.809
46 H -1.588 -2.221 2.110
47 H -1.806 -0.594 1.289
48 H 0.606 -2.311 0.320
49 H 0.698 -1.885 2.045
50 H 0.028 1.069 3.186
51 H 1.778 1.324 3.479
52 H 1.121 -0.348 3.349
53 H 3.406 0.524 -0.390
54 H 3.758 2.284 -0.362
55 H 4.000 0.142 1.906
56 H 3.449 1.869 2.347
57 H 5.304 2.855 1.030
58 H 6.040 1.209 0.806
59 H 2.284 2.035 5.582
60 H 1.315 4.511 6.056
61 H 5.372 4.895 4.542
62 H 2.871 3.631 1.115
63 H 0.423 4.405 -0.585
64 H 2.032 3.870 -1.364
65 H 1.978 5.321 -0.328
66 H 1.264 3.344 2.977
67 H -0.194 3.669 1.845
68 H 0.286 6.024 1.992
69 H 1.336 5.546 3.361
70 H 2.122 5.726 1.773
71 H 1.262 1.762 -1.878
72 H -1.422 1.102 -0.801
73 H -0.873 2.636 0.008
74 H -0.916 3.849 -2.094
75 H -0.472 2.414 -3.071
76 H -3.137 1.848 -1.844
77 H -2.796 2.183 -3.569
78 H -4.529 3.811 -2.592
79 H -3.055 4.666 -3.135
80 H -3.627 6.374 -1.928
81 H -3.648 6.487 -0.139
82 H -5.074 5.686 -1.021
83 H -3.803 4.042 2.209
84 H -2.228 3.697 1.331
85 H -3.343 2.343 1.726
86 H 1.715 -0.623 -1.317
87 H -0.091 -0.432 -1.300
88 C 0.245 -3.408 -3.967
89 C -0.348 -3.420 -5.363
90 O -0.969 -2.138 -5.508
91 S -0.134 -1.044 -4.672
92 O 0.745 -0.370 -5.561
93 O -1.033 -0.354 -3.806
94 O 0.740 -2.076 -3.785
95 H -0.521 -3.595 -3.210
96 H 1.049 -4.134 -3.853
97 H -1.075 -4.218 -5.499
98 H 0.432 -3.506 -6.124
99 C -0.082 -10.328 -2.525
100 C -0.809 -10.249 -1.196
101 O -0.806 -8.858 -0.859
102 S -0.873 -7.986 -2.215
103 O -2.226 -7.608 -2.439
104 O 0.196 -7.043 -2.196
105 O -0.502 -9.167 -3.249
106 H 1.000 -10.271 -2.388
107 H -0.330 -11.232 -3.078
108 H -0.321 -10.834 -0.419
109 H -1.849 -10.571 -1.293

E (eV): -102895.25799
Net charge: +1